DFT (ωB97M-V with the def2-TZVPD basis set) results for a 15-piece molecular cluster, C27H84O33S9 overall.

Each atom is followed by the atoms it is bonded to, with distances in Å.
Atoms and positions in Å:
1 O 1.759 -5.166 7.016  S2 1.489
2 S 1.300 -3.751 6.927  O1 1.489, O3 1.471, O4 1.677, C7 1.851
3 O 2.204 -2.675 6.495  S2 1.471
4 O -0.173 -3.787 6.127  S2 1.677, C5 1.326
5 C -0.094 -3.782 4.804  O4 1.326, C6 1.561, H8 1.090, H9 1.090
6 C -1.433 -4.296 4.186  C5 1.561, H10 1.090, H11 1.090, H12 1.090
7 C 0.769 -3.230 8.622  S2 1.851, H13 1.090, H14 1.090, H15 1.090
8 H 0.752 -4.296 4.348  C5 1.090
9 H 0.082 -2.761 4.468  C5 1.090
10 H -2.294 -3.650 4.358  C6 1.090
11 H -1.610 -5.358 4.356  C6 1.090
12 H -1.457 -4.577 3.134  C6 1.090
13 H 1.594 -3.553 9.257  C7 1.090
14 H -0.034 -3.957 8.737  C7 1.090
15 H 0.375 -2.214 8.576  C7 1.090
16 O -2.152 -1.535 1.947  S17 1.443
17 S -1.001 -1.746 1.103  O16 1.443, O18 1.495, O19 1.682, C22 1.898
18 O -0.309 -3.059 0.924  S17 1.495
19 O -1.344 -0.994 -0.362  S17 1.682, C20 1.503
20 C -1.997 0.357 -0.458  O19 1.503, C21 1.475, H23 1.090, H24 1.090
21 C -3.433 0.380 -0.798  C20 1.475, H25 1.090, H26 1.090, H27 1.090
22 C 0.347 -0.552 1.703  S17 1.898, H28 1.090, H29 1.090, H30 1.090
23 H -1.445 0.921 -1.210  C20 1.090
24 H -1.844 0.847 0.503  C20 1.090
25 H -4.090 -0.337 -0.306  C21 1.090
26 H -3.408 0.085 -1.847  C21 1.090
27 H -3.892 1.357 -0.650  C21 1.090
28 H 1.055 -0.426 0.884  C22 1.090
29 H 0.931 -1.051 2.476  C22 1.090
30 H 0.039 0.426 2.072  C22 1.090
31 O 0.809 1.027 -5.789  S32 1.472
32 S -0.561 0.984 -6.325  O31 1.472, O33 1.444, O34 1.645, C37 1.861
33 O -1.021 -0.198 -7.016  S32 1.444
34 O -1.613 1.477 -5.160  S32 1.645, C35 1.446
35 C -2.874 2.116 -5.459  O34 1.446, C36 1.495, H38 1.090, H39 1.090
36 C -3.900 1.035 -5.335  C35 1.495, H40 1.090, H41 1.090, H42 1.090
37 C -0.717 2.299 -7.632  S32 1.861, H43 1.090, H44 1.090, H45 1.090
38 H -2.962 2.793 -6.310  C35 1.090
39 H -2.985 2.789 -4.609  C35 1.090
40 H -4.927 1.221 -5.648  C36 1.090
41 H -3.958 0.720 -4.293  C36 1.090
42 H -3.622 0.100 -5.823  C36 1.090
43 H 0.152 2.172 -8.279  C37 1.090
44 H -0.741 3.326 -7.266  C37 1.090
45 H -1.609 1.984 -8.173  C37 1.090
46 O -2.806 -7.355 -3.766  S47 1.448
47 S -2.265 -6.110 -3.262  O46 1.448, O48 1.500, O49 1.662, C52 1.836
48 O -3.071 -5.093 -2.509  S47 1.500
49 O -0.948 -6.522 -2.336  S47 1.662, C50 1.476
50 C -0.561 -5.542 -1.303  O49 1.476, C51 1.548, H53 1.090, H54 1.090
51 C -0.742 -6.129 0.118  C50 1.548, H55 1.090, H56 1.090, H57 1.090
52 C -1.271 -5.196 -4.506  S47 1.836, H58 1.090, H59 1.090, H60 1.090
53 H -1.016 -4.551 -1.291  C50 1.090
54 H 0.426 -5.095 -1.416  C50 1.090
55 H -0.892 -5.451 0.958  C51 1.090
56 H -0.194 -7.044 0.342  C51 1.090
57 H -1.768 -6.435 -0.089  C51 1.090
58 H -0.624 -5.992 -4.874  C52 1.090
59 H -0.757 -4.364 -4.025  C52 1.090
60 H -1.976 -5.036 -5.322  C52 1.090
61 O 4.346 -3.041 -3.178  S62 1.462
62 S 4.999 -1.865 -3.751  O61 1.462, O63 1.462, O64 1.659, C67 1.841
63 O 5.586 -1.897 -5.090  S62 1.462
64 O 3.898 -0.624 -3.733  S62 1.659, C65 1.356
65 C 3.158 -0.527 -2.601  O64 1.356, C66 1.567, H68 1.090, H69 1.090
66 C 1.655 -0.679 -3.017  C65 1.567, H70 1.090, H71 1.090, H72 1.090
67 C 6.314 -1.278 -2.605  S62 1.841, H73 1.090, H74 1.090, H75 1.090
68 H 3.365 0.487 -2.258  C65 1.090
69 H 3.417 -1.165 -1.756  C65 1.090
70 H 1.032 -0.721 -2.124  C66 1.090
71 H 1.419 -1.617 -3.520  C66 1.090
72 H 1.442 0.175 -3.660  C66 1.090
73 H 6.829 -2.065 -2.054  C67 1.090
74 H 5.828 -0.599 -1.904  C67 1.090
75 H 7.005 -0.694 -3.214  C67 1.090
76 O 1.019 2.486 -1.329  S77 1.464
77 S 1.201 3.746 -2.052  O76 1.464, O78 1.440, O79 1.676, C82 1.844
78 O 0.211 4.787 -1.964  S77 1.440
79 O 2.716 4.359 -1.681  S77 1.676, C80 1.458
80 C 3.798 3.381 -1.713  O79 1.458, C81 1.593, H83 1.090, H84 1.090
81 C 3.941 2.489 -0.401  C80 1.593, H85 1.090, H86 1.090, H87 1.090
82 C 1.411 3.491 -3.866  S77 1.844, H88 1.090, H89 1.090, H90 1.090
83 H 4.767 3.879 -1.712  C80 1.090
84 H 3.895 2.757 -2.601  C80 1.090
85 H 3.252 1.645 -0.426  C81 1.090
86 H 3.813 3.103 0.490  C81 1.090
87 H 4.870 1.923 -0.336  C81 1.090
88 H 2.191 2.735 -3.951  C82 1.090
89 H 1.757 4.423 -4.312  C82 1.090
90 H 0.488 3.063 -4.257  C82 1.090
91 O 4.840 -1.647 0.290  S92 1.444
92 S 4.420 -2.012 1.623  O91 1.444, O93 1.497, O94 1.696, C97 1.797
93 O 3.464 -1.121 2.354  S92 1.497
94 O 3.753 -3.570 1.563  S92 1.696, C95 1.390
95 C 2.982 -3.936 0.465  O94 1.390, C96 1.539, H98 1.090, H99 1.090
96 C 3.660 -5.214 -0.061  C95 1.539, H100 1.090, H101 1.090, H102 1.090
97 C 5.792 -2.364 2.728  S92 1.797, H103 1.090, H104 1.090, H105 1.090
98 H 3.100 -3.246 -0.371  C95 1.090
99 H 1.938 -4.149 0.694  C95 1.090
100 H 4.098 -5.850 0.709  C96 1.090
101 H 4.437 -4.894 -0.755  C96 1.090
102 H 3.055 -5.891 -0.664  C96 1.090
103 H 5.309 -2.844 3.579  C97 1.090
104 H 6.250 -1.425 3.038  C97 1.090
105 H 6.375 -3.040 2.104  C97 1.090
106 O 2.877 7.417 4.833  S107 1.483
107 S 1.580 7.590 4.135  O106 1.483, O108 1.470, O109 1.671, C112 1.857
108 O 1.220 8.729 3.277  S107 1.470
109 O 1.140 6.181 3.350  S107 1.671, C110 1.443
110 C 1.649 4.937 3.875  O109 1.443, C111 1.535, H113 1.090, H114 1.090
111 C 1.785 3.856 2.793  C110 1.535, H115 1.090, H116 1.090, H117 1.090
112 C 0.145 7.559 5.314  S107 1.857, H118 1.090, H119 1.090, H120 1.090
113 H 1.104 4.671 4.781  C110 1.090
114 H 2.632 5.319 4.151  C110 1.090
115 H 1.485 4.337 1.862  C111 1.090
116 H 1.339 2.880 2.985  C111 1.090
117 H 2.789 3.431 2.767  C111 1.090
118 H 0.258 6.909 6.181  C112 1.090
119 H -0.712 7.138 4.786  C112 1.090
120 H -0.119 8.579 5.592  C112 1.090
121 O -1.780 2.116 3.804  S122 1.506
122 S -2.769 3.166 3.369  O121 1.506, O123 1.444, O124 1.740, C127 1.826
123 O -3.275 4.114 4.332  S122 1.444
124 O -2.133 4.071 2.027  S122 1.740, C125 1.388
125 C -2.314 5.444 1.922  O124 1.388, C126 1.444, H128 1.090, H129 1.090
126 C -1.847 5.745 0.589  C125 1.444, H130 1.090, H131 1.090, H132 1.090
127 C -4.200 2.372 2.560  S122 1.826, H133 1.090, H134 1.090, H135 1.090
128 H -1.939 6.023 2.766  C125 1.090
129 H -3.386 5.643 1.917  C125 1.090
130 H -2.553 5.581 -0.226  C126 1.090
131 H -0.980 5.284 0.116  C126 1.090
132 H -1.662 6.819 0.610  C126 1.090
133 H -5.013 3.079 2.395  C127 1.090
134 H -4.495 1.469 3.095  C127 1.090
135 H -3.741 2.157 1.595  C127 1.090
136 O -6.458 2.263 -1.367  H137 0.957, H138 0.957
137 H -7.217 2.646 -0.926  O136 0.957
138 H -6.706 2.235 -2.291  O136 0.957
139 O -5.698 -0.280 -2.806  H140 0.957, H141 0.957
140 H -5.084 -0.799 -3.326  O139 0.957
141 H -5.319 0.599 -2.794  O139 0.957
142 O 3.029 1.245 4.624  H143 0.957, H144 0.957
143 H 2.191 1.053 4.203  O142 0.957
144 H 2.845 1.187 5.561  O142 0.957
145 O -4.186 -2.695 0.541  H146 0.957, H147 0.957
146 H -3.550 -2.443 1.211  O145 0.957
147 H -4.341 -3.626 0.696  O145 0.957
148 O -3.277 -2.372 -2.852  H149 0.957, H150 0.957
149 H -3.628 -3.235 -2.632  O148 0.957
150 H -3.443 -1.840 -2.074  O148 0.957
151 O -6.837 -1.002 -0.125  H152 0.957, H153 0.957
152 H -6.050 -1.524 0.030  O151 0.957
153 H -6.657 -0.532 -0.939  O151 0.957

Summary:
⟨S²⟩	0.757
charge	+1
2S+1	2
HOMO energy (alpha / beta)	-0.440 / -0.440	Eh
orbital gap (alpha / beta)	0.3054 / 0.0622	Eh
LUMO energy (alpha / beta)	-3.6 / -10.3	eV

Here are the Mulliken charges for atoms 1 to 5, given in e: -0.442 1.075 -0.443 -0.020 -0.079

***

DFT (ωB97M-V with the def2-TZVPD basis set) results for a 23-piece molecular cluster, C27H94N3O23 overall.

Each atom is followed by the atoms it is bonded to, with distances in Å.
Atoms and positions in Å:
1 C 4.510 0.903 -4.214  C2 1.524, H12 1.092, H13 1.093, H14 1.097
2 C 3.091 1.174 -4.697  C1 1.524, C3 1.535, N7 1.408, C11 1.573
3 C 2.196 0.246 -3.865  C2 1.535, C4 1.532, H15 1.097, H16 1.098
4 C 0.701 0.502 -4.079  C3 1.532, C5 1.506, H17 1.097, H18 1.093
5 C 0.466 1.968 -3.822  C4 1.506, C6 1.530, H19 1.099, H20 1.112
6 C 1.382 3.018 -4.455  C5 1.530, N7 1.433, C9 1.510, C10 1.554
7 N 2.724 2.524 -4.532  C2 1.408, C6 1.433, O8 1.401
8 O 3.582 3.445 -5.146  N7 1.401
9 C 1.299 4.282 -3.634  C6 1.510, H21 1.104, H22 1.089, H23 1.090
10 C 0.799 3.318 -5.863  C6 1.554, H24 1.088, H25 1.106, H26 1.089
11 C 3.030 0.633 -6.173  C2 1.573, H27 1.091, H28 1.094, H29 1.098
12 H 5.191 1.742 -4.376  C1 1.092
13 H 4.953 0.021 -4.684  C1 1.093
14 H 4.482 0.793 -3.123  C1 1.097
15 H 2.470 0.438 -2.820  C3 1.097
16 H 2.350 -0.825 -4.055  C3 1.098
17 H 0.200 -0.085 -3.298  C4 1.097
18 H 0.405 0.082 -5.044  C4 1.093
19 H 0.365 2.217 -2.756  C5 1.099
20 H -0.598 2.133 -4.100  C5 1.112
21 H 0.244 4.601 -3.567  C9 1.104
22 H 1.821 5.098 -4.130  C9 1.089
23 H 1.615 4.174 -2.596  C9 1.090
24 H 1.363 4.103 -6.361  C10 1.088
25 H -0.204 3.742 -5.666  C10 1.106
26 H 0.602 2.428 -6.461  C10 1.089
27 H 2.172 1.047 -6.704  C11 1.091
28 H 3.064 -0.460 -6.211  C11 1.094
29 H 3.915 0.982 -6.719  C11 1.098
30 C -0.847 -4.402 0.026  C31 1.541, H41 1.100, H42 1.087, H43 1.089
31 C -0.688 -2.971 -0.523  C30 1.541, C32 1.529, N36 1.468, C40 1.527
32 C -1.947 -2.774 -1.368  C31 1.529, C33 1.529, H44 1.092, H45 1.100
33 C -2.303 -1.304 -1.594  C32 1.529, C34 1.513, H46 1.097, H47 1.092
34 C -2.318 -0.616 -0.246  C33 1.513, C35 1.514, H48 1.106, H49 1.103
35 C -1.052 -0.693 0.581  C34 1.514, N36 1.453, C38 1.545, C39 1.559
36 N -0.647 -2.087 0.648  C31 1.468, C35 1.453, O37 1.381
37 O 0.385 -2.311 1.536  N36 1.381
38 C -1.365 -0.003 1.927  C35 1.545, H50 1.091, H51 1.087, H52 1.099
39 C 0.012 0.159 -0.175  C35 1.559, H53 1.091, H54 1.090, H55 1.092
40 C 0.588 -3.005 -1.361  C31 1.527, H56 1.099, H57 1.096, H58 1.097
41 H -0.909 -5.040 -0.868  C30 1.100
42 H -1.740 -4.515 0.636  C30 1.087
43 H -0.001 -4.773 0.602  C30 1.089
44 H -2.790 -3.416 -1.105  C32 1.092
45 H -1.713 -3.148 -2.376  C32 1.100
46 H -3.291 -1.371 -2.066  C33 1.097
47 H -1.663 -0.805 -2.324  C33 1.092
48 H -3.164 -1.064 0.308  C34 1.106
49 H -2.691 0.412 -0.387  C34 1.103
50 H -0.603 0.189 2.684  C38 1.091
51 H -2.190 -0.521 2.410  C38 1.087
52 H -1.614 1.043 1.698  C38 1.099
53 H 0.170 -0.304 -1.150  C39 1.091
54 H 0.966 0.214 0.349  C39 1.090
55 H -0.339 1.177 -0.361  C39 1.092
56 H 0.486 -3.712 -2.196  C40 1.099
57 H 1.472 -3.346 -0.809  C40 1.096
58 H 0.963 -2.074 -1.805  C40 1.097
59 C 1.528 7.049 6.429  C60 1.549, H70 1.094, H71 1.102, H72 1.091
60 C 2.582 7.020 5.295  C59 1.549, C61 1.541, N65 1.423, C69 1.523
61 C 3.734 6.148 5.829  C60 1.541, C62 1.507, H73 1.104, H74 1.110
62 C 3.554 4.655 5.716  C61 1.507, C63 1.514, H75 1.105, H76 1.100
63 C 3.151 4.315 4.297  C62 1.514, C64 1.536, H77 1.097, H78 1.098
64 C 1.949 5.118 3.779  C63 1.536, N65 1.426, C67 1.557, C68 1.523
65 N 2.149 6.505 4.041  C60 1.423, C64 1.426, O66 1.388
66 O 1.267 7.343 3.372  N65 1.388
67 C 0.673 4.440 4.359  C64 1.557, H79 1.095, H80 1.091, H81 1.093
68 C 1.969 4.883 2.275  C64 1.523, H82 1.094, H83 1.093, H84 1.098
69 C 3.162 8.416 5.110  C60 1.523, H85 1.094, H86 1.089, H87 1.099
70 H 0.737 7.768 6.193  C59 1.094
71 H 2.000 7.328 7.385  C59 1.102
72 H 1.066 6.086 6.653  C59 1.091
73 H 4.120 6.531 6.790  C61 1.104
74 H 4.645 6.358 5.230  C61 1.110
75 H 2.833 4.294 6.471  C62 1.105
76 H 4.454 4.094 6.006  C62 1.100
77 H 3.008 3.228 4.272  C63 1.097
78 H 3.999 4.500 3.625  C63 1.098
79 H 0.742 3.347 4.340  C67 1.095
80 H -0.252 4.704 3.844  C67 1.091
81 H 0.583 4.754 5.402  C67 1.093
82 H 2.826 5.440 1.885  C68 1.094
83 H 1.087 5.248 1.744  C68 1.093
84 H 2.021 3.826 1.981  C68 1.098
85 H 2.383 9.059 4.691  C69 1.094
86 H 4.017 8.409 4.435  C69 1.089
87 H 3.440 8.843 6.085  C69 1.099
88 O 3.063 -2.200 0.503  H89 0.996, H90 0.963
89 H 2.110 -1.939 0.629  O88 0.996
90 H 3.395 -2.280 1.403  O88 0.963
91 O -5.679 -2.723 -3.679  H92 0.963, H93 0.980
92 H -6.204 -2.187 -3.074  O91 0.963
93 H -5.159 -2.069 -4.190  O91 0.980
94 O 1.849 -0.472 3.140  H95 0.965, H96 0.992
95 H 2.540 -0.034 2.628  O94 0.965
96 H 1.357 -1.031 2.484  O94 0.992
97 O -3.049 -0.112 4.781  H98 0.960, H99 0.992
98 H -3.457 -0.678 4.121  O97 0.960
99 H -2.368 -0.690 5.214  O97 0.992
100 O -3.506 -6.192 1.559  H101 0.963, H102 0.973
101 H -3.374 -7.079 1.910  O100 0.963
102 H -2.697 -5.992 1.059  O100 0.973
103 O 1.630 -4.582 2.682  H104 1.000, H105 0.964
104 H 1.118 -3.753 2.459  O103 1.000
105 H 2.544 -4.345 2.483  O103 0.964
106 O -1.035 -1.817 5.243  H107 0.987, H108 0.970
107 H -1.227 -2.532 4.590  O106 0.987
108 H -0.155 -1.477 5.018  O106 0.970
109 O -1.742 -2.629 -5.706  H110 0.965, H111 0.973
110 H -1.543 -1.971 -5.028  O109 0.965
111 H -2.191 -3.347 -5.227  O109 0.973
112 O -4.161 -0.475 -4.544  H113 0.964, H114 0.978
113 H -3.684 0.102 -5.151  O112 0.964
114 H -4.549 0.120 -3.872  O112 0.978
115 O -5.595 -2.750 0.797  H116 0.966, H117 0.967
116 H -5.340 -2.265 1.593  O115 0.966
117 H -5.211 -3.629 0.913  O115 0.967
118 O 2.037 -4.440 -5.293  H119 0.961, H120 0.971
119 H 2.852 -4.928 -5.440  O118 0.961
120 H 1.961 -4.404 -4.326  O118 0.971
121 O -3.985 -6.404 -1.823  H122 0.967, H123 0.971
122 H -4.123 -6.000 -0.956  O121 0.967
123 H -3.262 -7.036 -1.679  O121 0.971
124 O -1.993 -3.397 3.363  H125 0.968, H126 0.968
125 H -1.211 -3.751 2.914  O124 0.968
126 H -2.487 -3.002 2.630  O124 0.968
127 O -5.352 1.083 2.552  H128 0.966, H129 0.965
128 H -4.799 0.683 3.235  O127 0.966
129 H -5.129 2.021 2.593  O127 0.965
130 O -3.454 -4.454 -4.052  H131 0.974, H132 0.974
131 H -3.687 -4.986 -3.271  O130 0.974
132 H -4.095 -3.720 -4.037  O130 0.974
133 O 3.072 -5.397 -2.815  H134 0.976, H135 0.963
134 H 2.769 -5.301 -1.891  O133 0.976
135 H 2.778 -6.279 -3.069  O133 0.963
136 O -4.944 1.252 -2.280  H137 0.974, H138 0.966
137 H -4.146 0.886 -1.859  O136 0.974
138 H -5.676 0.901 -1.755  O136 0.966
139 O -2.140 2.868 5.549  H140 0.967, H141 0.963
140 H -1.756 2.358 4.822  O139 0.967
141 H -2.193 2.237 6.274  O139 0.963
142 O -1.585 -7.777 -0.777  H143 0.964, H144 0.967
143 H -1.367 -8.195 0.063  O142 0.964
144 H -0.733 -7.622 -1.209  O142 0.967
145 O 2.120 -6.185 -0.104  H146 0.972, H147 0.962
146 H 2.033 -5.752 0.762  O145 0.972
147 H 2.026 -7.127 0.070  O145 0.962

Summary:
charge	-3
HOMO energy	0.067	Eh
orbital gap	0.0663	Eh
LUMO energy	3.6	eV

Here are the Mulliken charges for atoms 1 to 5, given in e: -1.893 1.742 -1.759 1.823 -1.105

***

no.,calculated total energy (a.u.)
1,-7144.96190
2,-2979.69311